*a*
Computed, not measured: C3H3BrCl2 as an isolated structure, with wB97M-V/def2-TZVPD.

```
9
C3H3BrCl2, DFT wB97M-V/def2-TZVPD
C 1.8861 -0.3193 -0.5648
C 1.1660 -0.1523 0.5247
C -2.6737 0.4969 0.6312
Cl -0.4266 -0.8108 0.6885
Cl -2.2243 1.8845 -0.1750
Br -3.6115 -0.7130 -0.4514
H 2.8694 0.1044 -0.6405
H 1.5259 -0.8815 -1.4068
H 1.4886 0.3911 1.3941
```

For the lowest unoccupied orbital energy, the calculation gives -0.74 eV. Its net charge is 0. Its HOMO-LUMO gap is 8.11 eV. For the molar mass, the calculation gives 189.87 g mol⁻¹. Its HOMO energy is -8.8534 eV.

Results of the natural (NBO) charge analysis, in e, for atoms 1 through 6: -0.396, -0.214, -0.228, 0.045, 0.069, 0.084



*b*
Computed, not measured: one molecule with the formula C3H3BrCl2, with wB97M-V/def2-TZVPD.

```
9
C3H3BrCl2, DFT wB97M-V/def2-TZVPD
C 0.0888 -0.3947 -0.8318
C 0.8844 0.2126 0.3747
C -0.5753 0.1632 0.3286
Cl 1.4645 -0.9353 1.4812
Cl -1.7227 -0.7878 1.1837
Br -1.5630 2.1291 -0.2673
H -0.0486 -0.0997 -1.8841
H 0.0398 -1.4621 -0.8275
H 1.4320 1.1747 0.4424
```

For the lowest unoccupied orbital energy, the calculation gives -0.71 eV. As for the SMILES: Cl[C@H]1C[C@]1(Cl)Br. Its net charge is 0. Its HOMO-LUMO gap is 9.59 eV. For the molar mass, the calculation gives 189.87 g mol⁻¹. Its HOMO energy is -10.3009 eV.

Results of the natural (NBO) charge analysis, in e, for atoms 1 through 6: -0.479, -0.313, 0.030, 0.033, 0.084, -0.136



Among the structures above, stability is greatest for *b*.